(1)
Here is an isolated ion of composition C5H10N2O2PS and charge +1 from the OMol25 dataset. Energies are from ωB97M-V/def2-TZVPD.

The geometry in ORCA input format:
```
! RIJCOSX wB97M-V def2-TZVPD def2/J DEFGRID3
* xyz 1 1
C -0.65 0.09 -1.49
C -2.08 0.20 -1.09
C -2.85 1.56 -0.93
C -2.27 0.98 1.52
C 3.63 -1.44 0.47
N 0.04 -0.84 -1.14
N -2.44 1.00 0.12
O 1.54 -3.00 -1.27
O 2.32 -1.05 -0.03
P 1.65 -1.40 -1.36
S 2.36 -0.70 -3.06
H -0.22 0.90 -2.12
H -2.61 -0.69 -1.16
H -3.10 2.45 -1.47
H -1.27 1.35 1.84
H -2.89 1.73 2.03
H -2.21 -0.06 1.90
H 3.89 -2.27 -0.17
H 3.48 -1.67 1.55
H 4.27 -0.57 0.49
H 1.43 -3.39 -2.13
*
```

structure (SMILES): CO[P@](O)(=S)/N=C/[C@@H]1C=[N+]1C
frontier orbital gap: 0.2320 hartree
energy above the lowest of the compared OMol25 structures with the same formula, charge and spin: 364.9 kJ/mol
DFT total energy: -1195.7334 hartree
HOMO level: -11.619 eV



(2)
Here is C19H26HfN3O3SSi as an isolated structure from the OMol25 dataset. Energies are from ωB97M-V/def2-TZVPD.

The geometry in ORCA input format:
```
! RIJCOSX wB97M-V def2-TZVPD def2/J DEFGRID3
* xyz 1 1
Hf 0.02 1.03 0.79
C -3.50 1.28 1.43
C -2.28 2.17 1.44
C -1.85 2.80 0.26
C -0.86 3.79 0.31
C -0.29 4.15 1.52
C -0.68 3.51 2.69
C -1.66 2.52 2.65
H -4.39 1.90 1.53
H -3.49 0.58 2.27
H -3.59 0.72 0.51
H -2.36 2.60 -0.67
H -0.60 4.32 -0.60
H 0.44 4.95 1.56
H -0.26 3.81 3.64
H -2.03 2.10 3.58
N -0.09 -0.09 2.85
C 1.07 0.45 3.61
C 2.17 0.96 2.66
O 3.33 0.62 2.83
N 1.69 1.78 1.68
C 2.64 2.16 0.62
C 2.09 1.71 -0.75
O 2.78 1.36 -1.65
O 0.75 1.76 -0.80
H 0.13 -1.05 2.60
H -0.89 -0.16 3.47
H 0.73 1.29 4.23
H 1.52 -0.30 4.26
H 2.76 3.24 0.59
H 3.62 1.70 0.78
C 0.00 -4.43 -3.67
Si -0.65 -2.81 -2.98
C -2.49 -3.01 -2.65
C -0.25 -1.31 -4.05
C 0.42 -2.41 -1.44
C 1.69 -2.96 -1.30
C 2.61 -2.47 -0.37
C 2.26 -1.39 0.39
N 1.03 -0.85 0.32
C 0.12 -1.36 -0.56
S -1.43 -0.57 -0.43
H -0.56 -4.69 -4.57
H -0.12 -5.25 -2.96
H 1.05 -4.38 -3.96
H -2.96 -3.49 -3.51
H -2.98 -2.05 -2.49
H -2.68 -3.63 -1.77
H -0.74 -1.35 -5.02
H 0.82 -1.23 -4.21
H -0.58 -0.39 -3.55
H 1.97 -3.79 -1.93
H 3.59 -2.91 -0.27
H 2.96 -0.94 1.09
*
```

frontier orbital gap: 0.2950 hartree
energy above the lowest of the compared OMol25 structures with the same formula, charge and spin: 101.0 kJ/mol
DFT total energy: -1865.2861 hartree
HOMO level: -11.620 eV



(3)
Here is one molecule with the formula C21H26FN3O2S from the OMol25 dataset. Energies are from ωB97M-V/def2-TZVPD.

The geometry in ORCA input format:
```
! RIJCOSX wB97M-V def2-TZVPD def2/J DEFGRID3
* xyz 0 1
C -4.72 -1.29 0.67
H -4.34 -2.31 0.58
O -3.61 -0.46 0.44
C -3.80 0.90 0.49
C -5.00 1.53 0.76
C -5.06 2.92 0.79
C -3.93 3.67 0.57
C -2.72 3.06 0.30
C -2.64 1.68 0.25
N -1.47 0.95 0.02
C -0.37 1.26 -0.71
N 0.58 0.29 -0.77
C 1.75 0.46 -1.60
H 2.04 -0.52 -1.99
H 1.48 1.12 -2.43
C 2.92 1.08 -0.82
N 3.42 0.15 0.17
C 4.53 -0.68 -0.29
C 5.87 0.07 -0.27
O 6.14 0.59 1.02
C 5.10 1.46 1.44
C 3.76 0.72 1.46
H 2.96 1.40 1.78
H 3.82 -0.10 2.18
H 5.38 1.79 2.44
H 5.04 2.33 0.77
H 6.69 -0.60 -0.50
H 5.86 0.89 -1.01
H 4.32 -1.03 -1.30
H 4.59 -1.54 0.38
H 2.54 1.98 -0.32
H 3.68 1.40 -1.54
C 0.54 -0.86 0.11
C -0.47 -1.91 -0.30
C -0.88 -2.86 0.62
C -1.81 -3.84 0.31
C -2.34 -3.88 -0.97
C -1.94 -2.94 -1.90
C -1.02 -1.96 -1.57
H -0.72 -1.23 -2.30
H -2.36 -2.96 -2.90
H -3.06 -4.63 -1.23
H -2.09 -4.56 1.06
F -0.37 -2.83 1.87
H 0.34 -0.54 1.14
H 1.55 -1.29 0.11
S -0.18 2.70 -1.52
H -1.62 -0.03 0.22
H -1.84 3.65 0.13
H -3.98 4.75 0.60
H -6.01 3.40 1.00
H -5.89 0.96 0.94
H -5.51 -1.13 -0.07
H -5.13 -1.15 1.68
*
```

structure (SMILES): COc1ccccc1NC(=S)N(CCN1CCOCC1)Cc1ccccc1F
frontier orbital gap: 0.3149 hartree
energy above the lowest of the compared OMol25 structures with the same formula, charge and spin: 260.0 kJ/mol
DFT total energy: -1628.6022 hartree
HOMO level: -7.873 eV



Which of these has the highest DFT total energy? C5H10N2O2PS